Here is a structure of composition C41H36N2O4PS4Ti from the Open Molecules 2025 dataset. Energies are from the ωB97M-V functional and the def2-TZVPD basis.

Structure (XYZ):
```
89
Properties=species:S:1:pos:R:3:forces:R:3:mulliken_charge:R:1
Ti 0.27241 -0.37521 -0.49123 -1.1217 -1.4955 -1.6067 -0.782
O -3.34002 -6.52873 -0.61935 -0.0060 0.0073 -0.0009 -0.695
C -2.68884 -5.50230 -0.57607 0.0280 -0.0420 0.0107 0.648
S -0.99965 -5.37708 -1.04723 0.0125 0.0629 -0.0057 -0.205
C -0.76491 -3.65401 -0.71748 -0.2114 -0.1559 0.0548 0.133
C -1.85046 -3.00228 -0.25266 0.1053 -0.3205 0.2334 0.320
S -1.94367 -1.32634 0.21667 -0.0271 -2.4810 1.4665 -0.554
S -3.32101 -3.95460 -0.03555 0.0292 0.0535 -0.0142 -0.179
S 0.81172 -2.98781 -0.94586 0.0508 0.0818 0.3555 -0.658
C 4.48139 -0.22309 -0.39577 -0.1241 -0.0165 0.0101 -2.406
C 3.08420 0.32185 -0.44767 0.0900 0.2213 -0.0089 1.038
O 2.12785 -0.51752 -0.11198 0.8803 0.0138 -0.0059 0.207
C 2.82399 1.64827 -0.86358 -0.1347 -0.2019 0.0725 1.840
C 3.86067 2.49326 -1.33173 0.0473 0.0194 0.0054 -1.347
C 3.61136 3.76496 -1.81204 -0.1146 0.0456 -0.0022 -0.912
C 2.30565 4.24984 -1.83590 0.1473 0.0637 -0.0375 -1.108
C 1.26801 3.46118 -1.34539 -0.1267 -0.0948 0.0694 -0.976
C 1.48354 2.18261 -0.83447 0.3877 0.3567 -0.1345 0.417
O 0.48461 1.50550 -0.29570 0.9323 0.4641 0.1310 1.714
H 4.43661 -1.24348 -0.01727 0.0123 0.0049 0.0003 0.215
H 5.12536 0.37124 0.26200 0.0176 -0.0024 -0.0197 0.415
H 4.93976 -0.23816 -1.39176 0.0332 -0.0064 0.0092 0.436
H 4.87734 2.11932 -1.33492 -0.0055 -0.0166 -0.0046 0.327
H 4.42593 4.37532 -2.18596 0.0136 -0.0159 0.0097 0.330
H 2.09550 5.23536 -2.23578 -0.0169 -0.0084 0.0048 0.388
H 0.24768 3.82963 -1.35704 0.0800 0.0664 -0.0554 0.386
C -2.44557 0.94649 -1.31000 -0.1425 1.8215 -0.3270 0.583
C -2.96049 2.13904 -0.50713 -0.1071 -0.0089 -0.1633 0.840
C -3.50175 3.20887 -1.45982 0.0521 -0.0320 0.0871 -1.833
C -1.83980 2.69614 0.36791 -0.3847 0.6506 -0.2795 1.916
C -2.14134 4.03300 1.07878 -0.1465 -0.1671 -0.1948 -0.374
O -1.63675 3.85326 2.40945 0.2057 -0.1796 0.2983 -0.500
C -1.35551 2.50407 2.50605 -0.0080 0.4042 -0.2081 0.148
N -1.49280 1.80754 1.46728 -0.2752 -0.0486 0.1872 -0.066
C -0.85465 2.04052 3.81368 -0.2152 0.1790 0.1504 -0.008
C -1.05098 2.83870 4.95012 -0.0532 -0.0552 -0.1926 -0.724
C -0.60688 2.42779 6.19029 0.0406 -0.0924 -0.0103 -0.582
C 0.04540 1.20346 6.31035 -0.0510 0.0879 -0.0537 -0.825
C 0.25499 0.42874 5.18568 0.0006 -0.0835 -0.0249 -0.334
C -0.18090 0.82832 3.91980 0.0303 -0.1120 -0.2273 0.280
P 0.31860 -0.16063 2.40429 0.6474 -0.6137 0.8607 1.966
C 2.12418 0.01529 2.78236 -0.0406 0.0561 0.1509 0.985
C 2.96183 -0.90765 3.39802 -0.0314 -0.0184 0.0431 -0.304
C 4.28947 -0.59301 3.65944 0.0492 -0.0028 -0.0097 -0.661
C 4.79982 0.65115 3.31602 -0.0285 -0.0372 -0.0065 -0.676
C 3.97349 1.57816 2.69450 0.0343 0.0249 0.0130 -0.742
C 2.65361 1.25756 2.42329 -0.0679 -0.0195 -0.0048 -0.833
C -0.10052 -1.85331 2.99447 -0.0091 0.1592 0.2048 0.082
C -1.22779 -2.07858 3.78608 0.0846 0.0480 -0.0306 -0.753
C -1.64752 -3.36728 4.06969 -0.0250 -0.0551 0.0003 -0.734
C -0.95480 -4.45673 3.55654 -0.0279 0.0191 0.0151 -0.652
C 0.15586 -4.24350 2.75607 0.0196 0.0042 -0.0225 -0.933
C 0.58054 -2.95173 2.47714 0.0386 0.0387 -0.1058 -0.470
H -3.26665 0.43826 -1.81994 0.0539 -0.2022 0.0957 0.630
H -1.94254 0.21833 -0.67173 -0.6933 1.4314 -1.0784 -1.894
H -1.72316 1.27906 -2.06044 -0.2013 0.1305 0.1219 -0.461
H -3.76550 1.80120 0.15558 -0.0934 0.0393 0.0674 0.395
H -2.68622 3.62431 -2.05940 0.0052 -0.0242 -0.0224 0.275
H -3.99933 4.03358 -0.94615 -0.0322 0.0755 0.0464 0.406
H -4.22229 2.76218 -2.14731 -0.0043 0.0059 -0.0186 0.483
H -0.94588 2.77923 -0.26139 -0.4756 0.0402 0.3321 -1.989
H -3.21355 4.24029 1.14207 -0.0480 0.0023 0.0513 0.304
H -1.63738 4.88708 0.62796 0.0161 0.0146 0.0219 0.220
H -1.56048 3.78308 4.83638 -0.0388 0.0843 -0.0309 0.501
H -0.76369 3.05373 7.06046 -0.0093 0.0060 -0.0105 0.373
H 0.40296 0.86396 7.27508 -0.0041 -0.0078 -0.0039 0.428
H 0.77660 -0.51330 5.28357 0.0579 -0.0515 -0.0279 0.396
H 2.58442 -1.88143 3.68303 -0.0366 -0.0087 -0.0140 0.375
H 4.92842 -1.32960 4.13321 0.0041 -0.0014 0.0033 0.393
H 5.83770 0.88981 3.51641 0.0023 0.0077 0.0030 0.330
H 4.36212 2.54517 2.39840 -0.0124 0.0021 -0.0257 0.392
H 2.01705 1.97424 1.91264 0.0318 0.0091 -0.0045 0.246
H -1.80107 -1.23656 4.15338 -0.0176 -0.0054 0.0363 0.413
H -2.53635 -3.52304 4.66977 -0.0068 0.0054 -0.0034 0.361
H -1.30139 -5.46443 3.75149 -0.0013 -0.0019 -0.0004 0.370
H 0.67578 -5.07988 2.30530 0.0021 0.0075 -0.0147 0.386
H 1.40251 -2.80414 1.78666 0.0051 -0.0118 0.0023 0.625
N -0.01980 -0.28806 -2.19340 1.0316 -0.0636 0.0981 0.600
C 0.47056 0.05246 -3.40200 0.0165 -0.0165 -0.3654 -0.274
C 1.82749 -0.17691 -3.74366 -0.0809 -0.0441 0.0469 0.185
C 2.33089 0.18333 -4.97805 0.0040 0.0360 -0.0429 -0.681
C 1.52134 0.78086 -5.94236 -0.0223 -0.0048 0.0227 -0.420
C 0.18143 0.99858 -5.63627 0.0210 0.0164 -0.0434 -0.686
C -0.33692 0.64150 -4.40455 -0.0533 -0.0484 0.1386 -0.244
H 2.45446 -0.65535 -3.00086 0.0202 0.0171 -0.0074 0.338
H 3.37804 0.00094 -5.19931 -0.0019 -0.0151 0.0256 0.323
H 1.92495 1.06625 -6.90682 -0.0040 0.0002 0.0028 0.349
H -0.47033 1.45509 -6.37544 -0.0076 0.0008 0.0119 0.345
H -1.38154 0.80887 -4.16813 0.0055 0.0040 -0.1007 0.420
```
Forces are in eV/Å.

Kohn-Sham gap (alpha / beta)   4.5 / 4.9 eV
Multiplicity   2
Lowest unoccupied orbital energy (alpha / beta)   4.129 / 4.128 eV
Total charge   -2
HOMO energy (alpha / beta)   -0.4 / -0.8 eV
Energy relative to the best compared isomer or geometry (same formula, charge and spin)   88.7 kJ/mol